Below is C35H40AlGeIN2PS3Se as an isolated structure, with properties calculated with ωB97M-V with the def2-TZVPD basis set.

Structure (ORCA input):
```
! wB97M-V def2-TZVPD RIJCOSX def2/J DEFGRID3
* xyz 1 1
Al -0.201 0.359 -2.088
S -1.811 -1.101 -1.745
C -3.037 0.110 -2.225
C -4.256 -0.365 -2.716
C -5.274 0.504 -3.064
C -5.088 1.875 -2.942
C -3.881 2.364 -2.476
C -2.852 1.496 -2.111
S -1.309 2.202 -1.542
H -4.390 -1.436 -2.816
H -6.213 0.110 -3.433
H -5.875 2.564 -3.220
H -3.720 3.431 -2.387
I 1.117 0.083 -4.239
C 3.521 2.299 -2.271
C 4.197 3.049 -3.203
C 5.476 2.670 -3.648
C 6.061 1.575 -3.091
C 5.394 0.790 -2.116
C 6.083 -0.299 -1.530
C 5.487 -1.061 -0.576
C 4.144 -0.815 -0.239
C 3.408 0.196 -0.812
P 1.613 0.175 -0.392
C 1.482 1.168 1.122
C 0.200 1.471 1.588
C 0.037 2.161 2.780
C 1.150 2.562 3.508
C 2.427 2.274 3.042
C 2.596 1.580 1.850
C 1.292 -1.543 0.131
C 0.993 -1.910 1.436
C 0.681 -3.232 1.729
C 0.658 -4.184 0.723
C 0.959 -3.822 -0.587
C 1.274 -2.508 -0.883
C 4.057 1.088 -1.729
H 3.729 3.940 -3.600
H 5.981 3.253 -4.406
H 7.063 1.280 -3.380
H 7.098 -0.502 -1.850
H 6.017 -1.877 -0.103
H 3.666 -1.475 0.473
H -0.672 1.160 1.028
H -0.963 2.376 3.137
H 1.026 3.089 4.446
H 3.294 2.574 3.617
H 3.595 1.347 1.501
H 0.998 -1.171 2.228
H 0.444 -3.513 2.748
H 0.403 -5.210 0.956
H 0.938 -4.563 -1.376
H 1.517 -2.230 -1.905
C -4.349 -3.869 -0.926
Ge -4.575 -3.293 0.927
C -6.431 -3.614 1.451
C -3.333 -4.303 2.047
C -4.265 -1.350 1.105
Se -2.492 -0.834 1.733
C -2.855 -1.084 3.630
H -4.418 -4.958 -0.964
H -3.381 -3.569 -1.330
H -5.141 -3.458 -1.555
H -6.703 -4.658 1.279
H -7.095 -2.987 0.852
H -6.594 -3.384 2.505
H -3.338 -5.348 1.732
H -3.613 -4.266 3.100
H -2.322 -3.907 1.932
H -4.987 -0.912 1.795
H -4.399 -0.861 0.140
H -3.213 -2.096 3.804
H -3.590 -0.363 3.980
H -1.917 -0.940 4.166
C 3.606 4.635 1.379
N 3.349 3.922 0.134
C 2.151 3.705 -0.362
N 1.057 4.114 0.258
S 1.895 2.886 -1.887
H 2.982 4.236 2.181
H 3.424 5.704 1.266
H 4.644 4.479 1.655
H 4.128 3.637 -0.442
H 1.096 4.543 1.168
H 0.147 3.834 -0.095
*
```

The value obtained for the energy is -218279.0479 eV. The value obtained for the energy above the lowest of the compared OMol25 structures with the same formula, charge and spin is 0.0000 eV. As for the gap between HOMO and LUMO: 0.2375 hartree. The LUMO energy is -3.110 eV.